(1)
C10H40N2O9 | ωB97M-V with the def2-TZVPD basis set

Results
* E_HOMO: -9.17 eV
* LUMO: 0.21 eV
* ΔE to the lowest compared entry with this formula, charge and spin: 0.0 kcal/mol
* frontier orbital gap: 9.3824 eV
* molecular weight: 332.4 g/mol
* calculated total energy: -32426.280 eV

The geometry in ORCA input format:
```
! wB97M-V def2-TZVPD RIJCOSX def2/J DEFGRID3
* xyz 0 1
O -0.080 -0.120 -0.170
H -0.676 0.632 -0.068
H 0.220 -0.091 -1.093
O 0.071 -2.747 -2.880
H 0.875 -3.267 -2.788
H 0.379 -1.840 -3.037
O 0.803 0.114 -2.890
H 0.527 1.056 -2.845
H 1.672 0.106 -3.304
O -0.321 2.625 -2.348
H -1.095 2.503 -2.909
H -0.680 2.637 -1.439
O 1.136 -2.117 1.348
H 0.557 -2.848 1.096
H 0.804 -1.391 0.799
O -2.940 0.104 0.865
H -3.828 -0.120 0.567
H -2.595 -0.705 1.263
C 0.232 4.162 1.251
C -0.465 2.910 1.719
O -1.236 2.336 0.652
H -0.393 5.046 1.186
H 0.762 3.949 0.319
H 1.039 4.390 1.959
H -1.106 3.104 2.585
H 0.259 2.167 2.068
H -2.081 1.997 0.974
C 3.314 0.454 0.842
C 3.638 1.331 -0.359
C 3.944 2.739 0.093
O 3.812 3.600 -1.017
C 3.865 4.950 -0.661
N 4.777 0.720 -1.079
H 3.186 -0.582 0.529
H 2.319 0.674 1.258
H 3.994 0.584 1.686
H 2.795 1.306 -1.049
H 4.980 2.799 0.458
H 3.265 3.066 0.894
H 4.897 5.277 -0.460
H 3.270 5.152 0.239
H 3.478 5.538 -1.490
H 5.555 0.616 -0.433
H 5.105 1.373 -1.788
C -2.905 -4.954 -0.569
C -2.846 -3.602 0.137
C -3.106 -3.705 1.633
O -4.366 -4.248 1.989
C -5.468 -3.535 1.551
N -1.504 -2.996 -0.032
H -1.925 -5.422 -0.657
H -3.254 -4.794 -1.596
H -3.612 -5.646 -0.114
H -3.565 -2.930 -0.342
H -2.999 -2.704 2.092
H -2.351 -4.340 2.092
H -6.360 -4.109 1.800
H -5.476 -3.306 0.481
H -5.585 -2.567 2.079
H -1.089 -3.331 -0.898
H -1.624 -1.998 -0.187
*
```



(2)
C4H11N3 | ωB97M-V with the def2-TZVPD basis set

Results
* E_HOMO: -6.67 eV
* LUMO: 0.74 eV
* ΔE to the lowest compared entry with this formula, charge and spin: 127.9 kcal/mol
* frontier orbital gap: 7.4112 eV
* molecular weight: 101.2 g/mol
* calculated total energy: -8792.072 eV

The geometry in ORCA input format:
```
! wB97M-V def2-TZVPD RIJCOSX def2/J DEFGRID3
* xyz 0 1
C 0.292 -0.087 -0.849
C 1.177 -1.214 -1.354
N 0.668 0.512 0.404
N 1.310 1.766 0.351
N -1.077 -0.553 -0.411
C -1.027 0.474 0.990
C -1.510 -0.102 2.116
H 0.121 0.658 -1.647
H 2.320 1.649 0.340
H 1.047 2.314 -0.471
H -1.043 -1.481 0.006
H -1.872 -0.313 -1.001
H -1.325 1.494 0.760
H 2.175 -0.818 -1.555
H 0.798 -1.666 -2.277
H 1.284 -1.988 -0.590
H -1.331 -1.150 2.328
H -2.007 0.507 2.859
*
```



(3)
C34H56BaN2O2P3 | ωB97M-V with the def2-TZVPD basis set

Results
* E_HOMO: -7.96 eV
* LUMO: -2.37 eV
* frontier orbital gap: 5.5919 eV
* molecular weight: 755.1 g/mol
* calculated total energy: -71799.776 eV

The geometry in ORCA input format:
```
! wB97M-V def2-TZVPD RIJCOSX def2/J DEFGRID3
* xyz 1 1
C -1.466 -1.538 -2.297
C 0.650 -2.304 -1.669
C -1.606 -2.538 -3.271
C 0.465 -3.451 -2.487
C -0.646 -3.557 -3.303
H -2.467 -2.504 -3.939
H 1.238 -4.219 -2.457
H -0.787 -4.419 -3.962
N -0.406 -1.448 -1.476
P -2.839 0.008 -0.393
P 2.731 -0.696 -0.365
C -2.508 -0.416 -2.160
H -2.081 0.490 -2.624
H -3.441 -0.636 -2.713
C 0.711 3.221 2.015
O 1.053 4.304 2.186
C 1.929 -2.085 -1.042
H 2.572 -2.977 -1.026
C 3.861 -0.087 -1.797
C 3.678 -1.394 1.209
C -3.666 1.716 -0.435
C -3.936 -1.433 0.178
C 4.077 1.416 -1.538
H 4.625 1.590 -0.599
H 4.668 1.843 -2.360
H 3.124 1.954 -1.483
C 5.192 -0.836 -1.840
H 5.814 -0.653 -0.958
H 5.048 -1.917 -1.980
H 5.756 -0.471 -2.713
C 3.138 -0.299 -3.133
H 3.707 0.190 -3.940
H 3.033 -1.364 -3.378
H 2.144 0.142 -3.123
C 4.526 -0.235 1.772
H 3.926 0.676 1.934
H 4.939 -0.539 2.746
H 5.375 0.019 1.121
C 2.626 -1.812 2.255
H 2.071 -0.950 2.677
H 1.913 -2.565 1.880
H 3.147 -2.271 3.110
C 4.566 -2.601 0.897
H 5.336 -2.393 0.147
H 5.091 -2.869 1.828
H 3.989 -3.479 0.584
C -4.551 -1.069 1.542
H -5.147 -1.924 1.894
H -3.772 -0.870 2.293
H -5.226 -0.204 1.488
C -3.051 -2.686 0.365
H -2.608 -3.023 -0.580
H -2.249 -2.526 1.101
H -3.691 -3.501 0.741
C -5.029 -1.756 -0.844
H -5.653 -2.561 -0.424
H -5.686 -0.903 -1.049
H -4.615 -2.120 -1.791
C -2.903 2.644 -1.404
H -3.018 2.334 -2.451
H -3.322 3.658 -1.310
H -1.829 2.700 -1.169
C -3.588 2.319 0.984
H -2.549 2.511 1.298
H -4.112 3.286 0.974
H -4.066 1.685 1.742
C -5.126 1.600 -0.877
H -5.224 1.141 -1.870
H -5.744 1.051 -0.154
H -5.541 2.618 -0.941
Ba 0.009 0.051 0.961
N 0.602 1.378 -1.281
C 0.659 1.692 -2.417
C 0.664 2.386 -3.671
C 0.447 3.778 -3.645
C 0.865 1.732 -4.905
C 0.510 4.524 -4.829
H 0.217 4.263 -2.696
C 0.955 2.482 -6.083
H 0.924 0.641 -4.913
C 0.794 3.874 -6.036
H 0.333 5.601 -4.803
H 1.134 1.962 -7.026
H 0.880 4.445 -6.960
C -2.569 -1.125 5.107
P -0.923 -1.060 4.417
C -0.212 0.535 4.868
C 0.147 -2.312 5.117
O -0.999 -1.216 2.901
H -2.521 -1.097 6.204
H -3.063 -2.052 4.788
H -3.152 -0.263 4.748
H -0.308 0.669 5.954
H 0.859 0.579 4.609
H -0.737 1.362 4.365
H -0.211 -3.307 4.816
H 1.179 -2.182 4.753
H 0.142 -2.243 6.213
*
```



(4)
C3H7ClN | ωB97M-V with the def2-TZVPD basis set

Results
* E_HOMO: -14.82 eV
* LUMO: -6.11 eV
* ΔE to the lowest compared entry with this formula, charge and spin: 33.7 kcal/mol
* frontier orbital gap: 8.7069 eV
* molecular weight: 92.5 g/mol
* calculated total energy: -17228.223 eV

The geometry in ORCA input format:
```
! wB97M-V def2-TZVPD RIJCOSX def2/J DEFGRID3
* xyz 1 1
C -0.589 -1.515 0.473
C -0.163 0.902 0.535
C -0.993 -0.244 0.280
N 1.121 0.899 0.602
Cl -2.614 0.143 -0.195
H 0.400 -1.778 0.810
H -1.279 -2.331 0.328
H -0.682 1.850 0.659
H 0.925 0.049 -2.046
H 0.557 0.221 -2.714
H 1.674 0.053 0.467
H 1.645 1.750 0.799
*
```



(5)
C9H21AsCaCl2N5O4 | ωB97M-V with the def2-TZVPD basis set

Results
* E_HOMO: -12.34 eV
* LUMO: -3.48 eV
* frontier orbital gap: 8.8574 eV
* molecular weight: 449.2 g/mol
* calculated total energy: -129630.553 eV

The geometry in ORCA input format:
```
! wB97M-V def2-TZVPD RIJCOSX def2/J DEFGRID3
* xyz 1 1
Ca -0.886 -1.803 0.567
N -1.506 0.692 -1.586
N -2.906 0.720 -1.646
C -3.619 -0.272 -1.101
N -4.934 -0.134 -1.009
N -2.882 -1.334 -0.705
N -3.541 -2.347 -0.049
O -4.723 -2.385 0.190
O -2.748 -3.220 0.327
H -1.197 1.231 -0.776
H -1.143 1.092 -2.442
H -3.371 1.585 -1.877
H -5.377 0.720 -1.302
H -5.490 -0.862 -0.589
C 0.531 -3.505 -3.038
C 1.049 -4.418 -1.938
As 1.374 -3.440 -0.280
C 2.144 -4.778 0.940
C 2.581 -6.097 0.317
C 2.920 -2.326 -0.726
C 4.142 -3.078 -1.235
H 0.270 -4.076 -3.929
H 1.277 -2.765 -3.334
H -0.369 -2.958 -2.734
H 1.975 -4.909 -2.243
H 0.330 -5.208 -1.712
H 1.413 -4.959 1.731
H 2.993 -4.278 1.416
H 1.741 -6.648 -0.106
H 3.036 -6.733 1.077
H 3.316 -5.959 -0.476
H 3.150 -1.762 0.181
H 2.581 -1.588 -1.456
H 4.500 -3.814 -0.513
H 4.963 -2.387 -1.423
H 3.941 -3.601 -2.171
Cl 0.423 -1.217 3.349
C -0.883 -0.059 2.968
Cl -2.455 -0.988 2.991
C -0.724 0.659 1.560
O 0.183 0.188 0.819
O -1.573 1.499 1.308
H -0.945 0.662 3.776
*
```



(6)
C4H10N2O | ωB97M-V with the def2-TZVPD basis set

Results
* E_HOMO: -9.34 eV
* LUMO: 0.82 eV
* ΔE to the lowest compared entry with this formula, charge and spin: 10.2 kcal/mol
* frontier orbital gap: 10.1591 eV
* molecular weight: 102.1 g/mol
* calculated total energy: -9338.546 eV

The geometry in ORCA input format:
```
! wB97M-V def2-TZVPD RIJCOSX def2/J DEFGRID3
* xyz 0 1
C -1.717 0.935 -0.202
C -1.011 0.162 0.908
C -1.581 -1.240 1.118
N 0.453 0.091 0.674
C 1.088 0.076 -0.551
N 2.470 0.085 -0.439
O 0.570 0.112 -1.643
H -2.763 1.050 0.046
H -1.733 0.254 -1.046
H -1.266 1.881 -0.449
H -1.038 0.758 1.824
H -0.889 -1.774 1.773
H -2.637 -1.182 1.390
H -1.538 -1.777 0.165
H 1.056 -0.312 1.372
H 2.957 -0.132 0.410
H 3.022 0.086 -1.274
*
```



(7)
C5H5NO2 | ωB97M-V with the def2-TZVPD basis set

Results
* E_HOMO: -9.97 eV
* LUMO: -0.10 eV
* ΔE to the lowest compared entry with this formula, charge and spin: 115.8 kcal/mol
* frontier orbital gap: 9.8654 eV
* molecular weight: 111.1 g/mol
* calculated total energy: -10846.295 eV

The geometry in ORCA input format:
```
! wB97M-V def2-TZVPD RIJCOSX def2/J DEFGRID3
* xyz 0 1
C 1.120 -0.528 -0.021
C -0.907 0.368 0.632
C -0.285 1.201 -0.416
C 0.088 -0.306 -0.980
C -0.919 -0.971 -0.099
H 0.740 -0.781 1.839
H -1.373 0.746 1.654
H 0.614 1.967 -0.331
H -0.971 1.877 -1.190
H 0.402 -0.225 -2.153
N 0.647 0.034 1.137
O 2.205 -1.210 -0.073
O -1.361 -2.174 0.001
*
```



(8)
C21H21CoN6O4 | ωB97M-V with the def2-TZVPD basis set

Results
* E_HOMO (spin up / spin down): -11.47 / -11.45 eV
* LUMO (spin up / spin down): -3.42 / -3.42 eV
* ΔE to the lowest compared entry with this formula, charge and spin: 0.0 kcal/mol
* frontier orbital gap (spin up / spin down): 8.0499 / 8.0290 eV
* molecular weight: 480.4 g/mol
* <S²>: 0.758
* calculated total energy: -76871.452 eV

The geometry in ORCA input format:
```
! wB97M-V def2-TZVPD RIJCOSX def2/J DEFGRID3
* xyz 1 2
Co -1.667 0.926 0.094
O -2.151 4.160 2.259
C -1.989 3.069 1.768
O -2.069 2.755 0.497
C -1.690 1.851 2.653
C -1.568 1.766 4.028
C -1.308 0.513 4.578
C -1.181 -0.621 3.774
C -1.324 -0.459 2.411
N -1.555 0.752 1.928
C -1.247 -1.499 1.297
O -0.799 -2.602 1.522
O -1.609 -1.030 0.132
H -1.677 2.654 4.634
H -1.205 0.415 5.651
H -0.985 -1.601 4.187
N 7.432 -4.287 1.324
C 6.594 -3.521 1.146
C 5.544 -2.563 0.920
C 4.238 -2.863 1.301
C 3.228 -1.943 1.090
C 3.528 -0.732 0.479
C 4.825 -0.426 0.092
C 5.837 -1.341 0.321
N 2.484 0.208 0.245
C 2.541 1.578 0.394
C 1.291 2.037 0.117
N 0.471 0.975 -0.197
C 1.219 -0.103 -0.111
H 4.021 -3.810 1.775
H 2.217 -2.161 1.411
H 5.039 0.515 -0.397
H 6.852 -1.117 0.026
H 3.438 2.082 0.709
H 0.917 3.047 0.152
H 0.888 -1.115 -0.284
N -3.374 -0.493 -3.989
C -1.944 -0.025 -4.073
C -1.407 0.166 -2.666
N -2.229 1.069 -1.849
C -3.646 0.675 -1.845
C -4.224 0.499 -3.239
H -3.402 -1.390 -3.498
H -3.752 -0.653 -4.922
H -1.956 0.905 -4.642
H -1.374 -0.773 -4.621
H -0.391 0.554 -2.712
H -1.360 -0.791 -2.137
H -2.127 2.043 -2.121
H -4.219 1.430 -1.307
H -3.724 -0.264 -1.287
H -4.208 1.424 -3.815
H -5.242 0.117 -3.202
*
```



(9)
C26H33O4Re | ωB97M-V with the def2-TZVPD basis set

Results
* E_HOMO (spin up / spin down): -10.05 / -11.62 eV
* LUMO (spin up / spin down): -2.97 / -5.24 eV
* frontier orbital gap (spin up / spin down): 7.0886 / 6.3737 eV
* molecular weight: 595.8 g/mol
* <S²>: 3.769
* calculated total energy: -37807.305 eV

The geometry in ORCA input format:
```
! wB97M-V def2-TZVPD RIJCOSX def2/J DEFGRID3
* xyz 1 4
O 3.472 -2.884 -3.413
C 3.629 -4.280 -3.029
C 4.749 -4.551 -4.033
H 2.713 -4.847 -3.226
H 3.930 -4.371 -1.981
C 4.487 -3.074 -4.445
H 4.505 -5.282 -4.804
H 5.729 -4.716 -3.580
C 3.912 -2.960 -5.842
H 3.085 -3.665 -5.980
H 4.689 -3.191 -6.585
H 3.555 -1.941 -6.026
C 5.683 -2.164 -4.261
H 6.098 -2.256 -3.251
H 5.394 -1.122 -4.440
H 6.466 -2.430 -4.984
Re -1.079 2.357 1.352
C 0.171 3.251 2.837
C -0.266 2.180 3.711
C 0.347 0.976 3.281
H -0.818 2.319 4.633
C 1.117 1.229 2.127
C 0.992 2.632 1.793
H 1.616 3.162 1.083
H 0.069 4.313 3.034
H 0.294 0.028 3.808
H 1.809 0.541 1.655
C -2.212 3.941 0.418
C -0.802 4.075 0.186
C -0.358 2.892 -0.521
H -0.215 4.957 0.415
C -1.506 2.053 -0.737
C -2.648 2.697 -0.158
H -3.671 2.350 -0.219
H -2.862 4.694 0.854
H 0.628 2.714 -0.929
H -1.527 1.123 -1.287
O 0.171 -0.240 -0.236
C 1.366 -0.153 -1.038
C 2.047 -1.511 -0.995
H 2.000 0.657 -0.647
H 1.076 0.129 -2.062
C 0.900 -2.475 -0.655
H 2.770 -1.519 -0.170
H 2.557 -1.755 -1.926
C 0.016 -1.601 0.229
H 1.226 -3.396 -0.167
H 0.363 -2.730 -1.579
H 0.354 -1.655 1.281
H -1.051 -1.855 0.199
O -2.873 3.152 3.255
C -3.240 1.997 2.946
O -2.513 1.197 2.196
C -4.572 1.488 3.351
C -4.993 0.191 3.031
C -6.261 -0.231 3.442
C -7.094 0.639 4.158
C -6.670 1.943 4.453
C -5.406 2.366 4.049
H -4.321 -0.463 2.474
H -6.598 -1.239 3.203
H -8.078 0.308 4.489
H -7.313 2.635 4.998
H -5.042 3.371 4.266
*
```



(10)
C34H55BrF9N3O9S6 | ωB97M-V with the def2-TZVPD basis set

Results
* E_HOMO: -8.21 eV
* LUMO: 0.07 eV
* frontier orbital gap: 8.2819 eV
* molecular weight: 1093.1 g/mol
* calculated total energy: -218550.380 eV

The geometry in ORCA input format:
```
! wB97M-V def2-TZVPD RIJCOSX def2/J DEFGRID3
* xyz 0 1
C 5.432 -2.265 -1.039
C 4.621 -1.694 -0.375
C 3.698 -0.849 0.377
C 2.286 -1.382 0.296
N 1.482 -0.846 -0.568
C 0.198 -1.310 -0.627
C -0.718 -0.706 -1.530
O -0.345 0.322 -2.348
C 0.173 1.506 -1.699
C -0.615 1.973 -0.473
C 0.087 1.802 0.882
C 1.456 2.470 0.915
C -1.999 -1.196 -1.622
C -3.013 -0.595 -2.568
C -3.951 0.389 -1.825
C -5.353 -0.171 -1.683
F -5.348 -1.489 -1.398
F -5.966 -0.041 -2.902
C -6.268 0.563 -0.671
F -7.553 0.275 -0.986
F -6.110 1.890 -0.798
C -6.120 0.130 0.814
F -6.374 -1.177 0.952
F -7.057 0.819 1.503
C -4.772 0.431 1.526
F -4.368 1.676 1.298
F -4.969 0.293 2.839
F -3.828 -0.429 1.164
C -2.394 -2.287 -0.815
C -1.542 -2.849 0.095
C -2.030 -3.976 0.977
O -2.794 -4.915 0.197
N -4.169 -4.866 0.587
O -4.552 -5.908 0.921
C -0.218 -2.367 0.200
N 0.635 -2.931 1.110
C 1.815 -2.431 1.143
Br 3.012 -3.184 2.431
H 6.147 -2.784 -1.637
H 3.671 0.154 -0.045
H 4.009 -0.748 1.415
H 0.131 2.279 -2.463
H 1.222 1.342 -1.481
H -1.617 1.546 -0.446
H -0.749 3.051 -0.592
H 0.145 0.756 1.180
H -0.534 2.348 1.597
H 2.171 1.916 0.303
H 1.876 2.497 1.919
H 1.428 3.479 0.511
H -2.493 -0.063 -3.357
H -3.582 -1.400 -3.030
H -4.060 1.279 -2.442
H -3.537 0.701 -0.874
H -3.388 -2.699 -0.909
H -1.210 -4.512 1.438
H -2.698 -3.565 1.736
C -6.437 -3.221 3.107
S -5.734 -3.581 4.719
O -4.579 -4.486 4.492
C -7.097 -4.600 5.299
H -5.710 -2.629 2.563
H -6.625 -4.152 2.573
H -7.359 -2.652 3.229
H -7.240 -5.437 4.616
H -8.002 -3.994 5.359
H -6.838 -4.970 6.288
C 2.911 7.510 1.585
S 3.644 5.875 1.681
O 2.830 4.977 0.806
C 3.157 5.504 3.361
H 3.071 7.889 0.577
H 1.842 7.441 1.790
H 3.400 8.165 2.305
H 2.072 5.562 3.452
H 3.635 6.210 4.041
H 3.484 4.494 3.595
C 5.680 5.660 -3.652
S 5.251 5.867 -1.917
O 6.528 6.052 -1.179
C 4.722 4.173 -1.656
H 6.079 6.606 -4.013
H 6.435 4.880 -3.748
H 4.785 5.400 -4.218
H 5.545 3.499 -1.900
H 3.855 3.965 -2.283
H 4.441 4.069 -0.611
C 6.914 -1.870 -6.022
S 7.676 -2.840 -4.719
O 6.972 -2.482 -3.457
C 9.240 -1.959 -4.708
H 5.897 -2.235 -6.155
H 6.894 -0.820 -5.731
H 7.475 -2.004 -6.947
H 9.062 -0.903 -4.508
H 9.736 -2.091 -5.670
H 9.855 -2.386 -3.918
C 4.176 0.873 5.792
S 3.285 2.338 6.320
O 3.072 3.173 5.104
C 4.644 3.082 7.227
H 3.508 0.286 5.165
H 5.056 1.168 5.220
H 4.464 0.290 6.666
H 5.493 3.227 6.558
H 4.918 2.435 8.060
H 4.304 4.043 7.607
C -6.816 -3.520 -3.933
S -5.871 -4.816 -3.122
O -4.625 -4.184 -2.612
C -5.433 -5.702 -4.622
H -7.148 -2.823 -3.167
H -6.181 -3.002 -4.652
H -7.681 -3.959 -4.430
H -4.893 -5.035 -5.294
H -6.339 -6.076 -5.099
H -4.796 -6.537 -4.340
*
```